Record 1
A cluster of 7 separate species, C36H70FN2O16S6 in total at a distorted geometry. Source: OMol25; level of theory: wB97M-V/def2-TZVPD.

The total energy comes out at -5216.063592 a.u. For the HOMO energy, the calculation gives -4.7367 eV. Its spin multiplicity is 1. The charge is -1. Its largest force on an atom is 1.5 eV/Å. The LUMO energy comes out at 0.0537 Eh.

Structure (XYZ):
```
131
C36H70FN2O16S6 wB97M-V/def2-TZVPD
H 5.937 -2.323 -8.576
H 6.394 0.178 4.790
C 5.427 -4.383 -6.792
C 5.890 -0.129 2.695
C 4.472 7.301 0.459
C 1.294 -3.182 -1.399
H 2.257 -3.628 -1.627
C -7.624 -2.329 2.303
O 1.007 -0.780 -0.351
H -0.293 -4.592 -1.875
H 4.689 6.320 0.031
S 5.097 1.990 4.021
H 0.649 -5.266 -4.462
H 3.896 9.257 -0.254
C -6.520 3.354 1.926
C 5.533 0.258 4.127
C -6.414 -3.384 0.459
H -3.340 3.585 1.020
O -4.160 -3.087 1.769
H -6.904 -2.845 -0.351
C 5.952 -3.350 -8.944
C 2.498 7.764 -0.958
H 3.269 8.095 2.086
H -2.284 3.226 3.731
H -6.911 3.698 3.958
C -4.416 2.403 2.391
H -1.312 -4.332 0.522
C 6.020 2.334 2.517
C -2.355 3.885 2.885
H 2.898 -8.638 -4.556
H 0.164 -7.922 -3.372
O -6.564 4.320 1.187
H 0.757 -5.095 -0.558
H 1.495 3.231 2.088
H 1.750 -5.435 -5.849
H -0.434 -7.076 -5.606
H -0.290 4.896 3.793
H 4.495 -4.571 -10.023
H -5.804 -1.947 3.459
O 3.692 -5.974 -7.974
H 5.392 7.688 0.896
C -2.721 0.523 2.863
N -9.249 4.492 4.270
F -2.112 -0.558 2.187
C -8.752 4.020 2.959
C 0.255 -4.235 -1.003
H -0.759 2.872 1.793
H 2.106 4.437 3.273
H -5.911 -4.268 0.072
C 6.515 -4.276 -7.857
C 1.297 3.749 3.016
H 4.984 -0.240 2.102
O 1.672 5.594 0.270
H 5.304 2.632 1.753
H -1.291 4.487 1.177
H 1.082 -7.662 -6.276
H -3.247 0.093 3.701
H -8.249 -1.696 1.670
O 2.348 -5.838 -2.564
C 0.050 4.617 2.801
C 6.736 1.029 2.148
O 3.692 2.098 3.729
H 4.693 -0.302 4.532
H -8.314 -4.112 1.230
H 0.741 -3.604 1.677
H 1.674 2.036 4.004
C -4.732 2.198 3.901
H -9.054 3.805 4.983
H -8.624 4.909 2.363
H 6.563 -3.365 -9.845
C 2.263 -8.150 -3.818
O -4.925 -1.236 0.249
O 2.772 -2.284 0.618
O -5.686 2.317 1.683
C 1.317 -5.942 -4.991
C -7.386 -3.676 1.599
H 1.325 3.262 4.980
H 4.550 8.228 -1.521
H -4.235 4.577 2.117
H -6.936 -4.384 2.300
H 6.876 0.950 1.071
S 1.467 -2.091 0.021
C 0.791 -8.230 -4.211
H 2.472 -8.541 -2.825
S 3.917 -4.571 -7.727
H -8.143 -2.456 3.252
H 6.428 -1.075 2.662
H -1.908 1.139 3.226
S 1.869 6.990 0.541
C -6.257 -1.661 2.514
H 3.866 -2.987 -9.508
H 6.716 3.146 2.710
O -4.429 3.079 4.735
H 0.508 -9.245 -4.487
S 2.634 -6.400 -3.860
O 0.832 7.813 1.103
O 2.886 -3.743 -7.152
O 3.911 -6.200 -4.497
C -1.071 3.878 2.048
C 0.227 -2.889 1.034
H -3.112 1.419 0.950
H -7.617 2.237 3.409
N 1.040 2.818 4.120
H -0.297 -2.148 1.639
C 3.922 8.232 -0.631
C -3.628 1.183 1.870
S -5.209 -2.280 1.195
O -5.343 1.134 4.137
H 7.443 -3.891 -7.438
H 0.308 5.534 2.288
H 2.491 7.012 -1.744
H -6.307 -0.574 2.452
H -4.393 0.467 1.617
H 3.481 6.324 2.164
H -2.412 4.873 3.324
C -3.639 3.675 2.060
H 5.544 -5.233 -6.126
C 3.366 7.180 1.502
O 5.689 2.703 5.125
H 1.845 8.589 -1.228
H -8.743 5.335 4.485
C -0.681 -3.593 0.033
H -1.332 -2.862 -0.450
C 4.520 -3.814 -9.243
H 7.727 1.010 2.609
C -7.435 3.262 3.114
H 0.957 -2.577 -2.239
H 5.343 -3.464 -6.215
C 0.616 -7.249 -5.379
H -9.507 3.392 2.505
H 6.719 -5.262 -8.280
```

***

Record 2
A structure of composition C36H72AsF6O36Rb at a distorted geometry. Source: OMol25; level of theory: wB97M-V/def2-TZVPD.

The total energy comes out at -6982.819092 a.u. For the HOMO energy, the calculation gives -10.2493 eV. Its spin multiplicity is 1. The charge is 0. Its largest force on an atom is 2.2 eV/Å. The LUMO energy comes out at -0.0176 Eh.

Structure (XYZ):
```
152
C36H72AsF6O36Rb wB97M-V/def2-TZVPD
F 0.535 0.757 -2.099
O -2.192 3.602 3.550
C -1.640 -6.582 -1.938
H -1.577 1.596 3.569
C -1.115 -2.573 5.677
F 0.858 0.186 0.284
O 1.841 6.466 -3.731
C -3.727 -0.776 3.117
O -2.950 5.598 3.576
H 0.882 4.621 1.252
F -1.944 0.766 -1.785
C 4.946 -2.710 2.606
H 3.223 0.513 -1.391
C 0.343 -5.852 4.287
Rb -3.968 -1.097 -1.309
H 1.023 -0.364 2.720
C -2.184 -8.840 -1.622
O 2.458 5.755 0.560
H 1.239 -6.138 4.832
F -0.606 -1.218 -1.220
C 3.254 5.423 1.556
O 0.777 4.702 -4.299
H 4.845 5.465 3.473
O 2.159 1.884 5.395
C 7.496 0.834 -3.497
O 2.479 4.479 -2.844
H -1.736 -8.831 -0.621
O -3.571 -3.493 3.480
C 3.486 1.552 -1.224
H -0.332 -4.022 -2.269
C -0.126 -3.314 0.373
O -5.579 1.236 -2.587
H -4.480 6.889 3.438
H 2.692 -1.516 0.736
O -1.194 -5.096 2.231
C -4.560 3.196 -0.991
O 5.927 -2.102 3.245
H 4.910 7.214 3.338
C -6.249 2.188 -2.268
H -3.588 -1.263 2.145
O -1.181 -5.811 -2.902
H 3.140 -3.247 0.927
C -2.994 -2.759 4.207
H -3.510 0.282 3.045
C 0.355 2.315 7.469
C 1.602 -0.090 3.596
O 2.610 -5.245 -2.876
H 8.509 1.188 -3.337
C 1.134 1.273 5.518
O 0.142 1.469 6.358
H 7.060 0.953 -4.490
H -4.491 2.360 -0.286
H 1.338 2.611 -4.233
O 2.693 -3.124 -2.534
H 3.316 1.732 -0.166
F -1.622 0.141 0.584
H 2.453 6.846 -1.801
H 1.088 3.114 7.369
O 4.218 6.347 1.630
H -0.043 3.138 -3.260
C 1.289 5.002 0.315
H 2.643 -1.271 -1.890
H -7.925 0.410 -3.217
H -3.448 6.903 1.984
C -4.691 -1.161 -4.854
C 2.716 7.139 -2.819
H -0.475 -2.598 4.796
H -0.093 -6.709 3.776
O 0.689 -4.804 3.403
H 6.108 6.264 2.594
H 7.331 -3.545 3.546
H -2.137 -4.098 -2.175
O -4.220 -2.060 -4.198
C -8.221 1.449 -3.368
H -6.408 0.610 -5.648
H 1.280 -6.252 -4.198
C -1.564 2.480 2.933
H -2.022 -9.847 -1.991
C -2.719 4.540 2.793
H -0.390 -5.559 5.043
O -4.167 0.018 -5.213
O -2.393 -3.149 5.349
O 6.707 1.567 -2.568
O -2.155 -6.232 -0.920
H -0.876 -2.543 0.542
H -1.215 -3.865 -3.654
H 7.491 -0.243 -3.306
H -2.818 7.620 3.464
H 2.983 -1.278 -3.587
H -4.754 -0.994 3.416
H -9.293 1.487 -3.183
O 3.114 4.456 2.257
O -5.860 -1.323 -5.458
O -2.941 -1.418 4.121
C 0.507 3.312 -4.187
H -7.525 -0.551 -6.292
C 2.389 -1.776 -2.824
H 1.447 4.228 -0.433
C -1.244 -4.413 -2.712
O -3.005 4.448 1.618
C -6.464 -0.299 -6.244
O 4.855 1.858 -1.487
H -0.623 -4.143 -0.135
H 0.521 5.680 -0.062
O 4.583 -3.842 2.775
H -0.535 2.725 2.682
H 2.579 8.201 -2.986
C 3.505 -2.241 0.735
H -2.655 0.136 -3.760
O 4.469 -1.854 1.713
O 4.892 0.346 -3.131
H 7.347 -2.165 4.675
H 0.599 1.748 8.368
C -2.848 0.383 -4.798
H -8.127 1.718 -4.422
H 2.860 2.172 -1.861
F -0.468 2.194 -0.255
H -1.988 0.143 -5.416
H 6.111 -3.382 4.892
O -7.544 2.351 -2.528
H 2.246 -0.911 3.903
H -3.828 2.942 -1.759
H 3.999 -2.124 -0.229
O -1.524 -7.839 -2.370
O -5.852 3.263 -1.611
H -0.668 -3.121 6.501
C -3.459 6.838 3.071
C 2.104 -4.054 -3.259
H -6.157 -0.175 -7.280
H -4.374 4.093 -0.416
C 1.764 5.138 -3.534
H -2.957 1.468 -4.721
C 1.928 -6.406 -3.336
C 5.440 1.176 -2.459
O 0.520 -3.760 1.561
As -0.510 0.537 -0.737
H 2.703 -7.118 -3.608
H 3.756 6.837 -2.941
H -2.175 2.198 2.079
H 1.250 -6.809 -2.586
H 2.175 0.795 3.319
H -1.219 -1.535 5.990
H 0.713 -3.044 -0.262
O 1.365 -3.876 -4.195
C 6.716 -2.873 4.143
H -0.189 3.096 -4.996
H -0.592 2.805 7.698
C -0.124 -4.598 2.387
C 5.032 6.281 2.780
O 0.755 0.300 4.678
H -3.242 -8.609 -1.490
H 1.333 -1.518 -2.892
```

***

> Which formula does entry 2 have?

C36H72AsF6O36Rb

***

> Look up the charge of the first one.

-1